1.
Density functional theory data (wB97M-V/def2-TZVPD) for 10 unconnected molecules or ions with the total composition C32H60Cl6O21 at a distorted geometry.

XYZ file:
```
119
Properties=species:S:1:pos:R:3:forces:R:3:lowdin_charge:R:1
C 3.717 11.998 -11.367 -0.91 -0.42 -0.79 -0.062
C 2.961 10.796 -11.990 0.41 1.99 0.80 -0.231
O 2.973 9.642 -11.203 -0.68 -1.85 2.03 0.011
C 2.293 9.551 -10.009 -1.15 2.88 1.43 -0.487
O 1.651 10.467 -9.413 2.15 -3.16 -2.54 0.064
O 2.498 8.322 -9.518 -0.52 -0.31 -0.05 -0.006
C 1.832 7.877 -8.299 0.10 0.35 0.47 -0.026
H 4.797 11.896 -11.261 -0.15 -0.29 0.13 0.076
H 3.212 12.295 -10.447 0.30 0.07 0.00 0.069
H 3.524 12.737 -12.144 0.24 0.58 0.25 0.073
H 3.442 10.576 -12.943 -0.30 -0.49 0.10 0.123
H 1.937 11.143 -12.122 -0.10 -0.21 -0.27 0.123
H 2.124 8.476 -7.437 0.11 0.26 -0.26 0.092
H 2.122 6.852 -8.071 0.48 0.11 -0.60 0.088
H 0.742 7.846 -8.308 0.00 0.49 -0.71 0.093
C 3.056 -1.738 10.594 -1.78 -0.25 0.18 -0.069
C 2.579 -0.634 9.645 0.75 -0.37 0.33 -0.191
O 1.791 0.263 10.476 0.97 -0.12 1.19 0.024
C 1.346 1.410 9.993 -1.36 -0.64 -1.35 -0.596
O 1.299 1.594 8.802 0.28 1.24 0.15 0.119
O 0.760 2.147 10.965 0.69 0.15 -0.51 -0.007
C 0.385 3.522 10.674 -0.28 -0.33 -0.10 -0.028
H 3.159 -2.710 10.111 0.67 0.24 -0.27 0.076
H 2.208 -1.930 11.252 0.03 0.03 0.37 0.074
H 3.894 -1.436 11.222 0.06 -0.13 -0.33 0.079
H 2.009 -0.957 8.774 -0.21 -0.11 0.30 0.124
H 3.518 -0.227 9.271 -0.41 1.04 -0.15 0.120
H -0.168 3.680 9.748 0.15 -0.63 -0.20 0.089
H 1.258 4.174 10.632 0.05 -0.17 0.28 0.094
H -0.304 3.789 11.476 0.39 0.05 0.11 0.091
C 3.335 -9.792 8.021 -0.17 0.56 -1.70 -0.087
C 2.017 -9.873 8.786 1.56 0.64 0.53 -0.194
O 1.181 -8.684 8.764 -0.20 0.70 -0.87 0.005
C 0.629 -8.233 7.593 -0.64 -1.31 1.05 -0.492
O 0.725 -8.859 6.559 -0.46 1.66 0.59 0.121
O -0.124 -7.113 7.931 2.11 -2.57 0.92 -0.024
C -1.000 -6.510 7.045 0.14 0.55 -1.75 -0.078
H 3.844 -8.834 8.130 -0.23 0.18 0.42 0.080
H 3.174 -9.871 6.946 -0.01 -0.19 -0.08 0.066
H 4.079 -10.541 8.292 -0.42 -0.25 0.32 0.077
H 2.430 -9.840 9.794 -0.99 -0.34 0.44 0.116
H 1.483 -10.802 8.584 -0.28 0.33 -0.04 0.127
H -2.048 -6.603 7.329 0.18 -0.04 0.36 0.097
H -0.880 -6.927 6.045 -0.07 -0.06 -0.09 0.091
H -0.669 -5.473 7.006 -0.51 0.15 -0.08 0.096
C -3.538 2.264 -11.653 -0.25 -0.70 0.22 -0.065
C -3.018 2.381 -10.220 0.91 -0.12 -1.17 -0.248
O -4.078 2.152 -9.334 -0.87 -0.21 2.76 0.014
C -3.785 1.738 -8.040 2.47 -1.14 -0.38 -0.497
O -2.647 1.506 -7.604 -2.73 0.94 -1.05 0.092
O -4.923 1.483 -7.397 -0.90 0.08 -1.59 0.013
C -4.930 1.017 -6.083 0.70 0.29 2.51 -0.070
H -4.157 1.373 -11.764 0.02 -0.15 0.13 0.076
H -2.698 2.121 -12.333 0.00 0.33 -0.04 0.076
H -4.174 3.091 -11.968 0.28 0.19 0.12 0.076
H -2.566 3.370 -10.142 -0.15 0.16 0.62 0.123
H -2.231 1.653 -10.019 0.02 -0.04 -0.10 0.119
H -5.885 0.822 -5.595 -0.87 0.46 -1.35 0.092
H -4.543 1.823 -5.459 0.53 -0.23 0.17 0.100
H -4.447 0.072 -5.834 0.85 0.15 -0.85 0.099
C -10.661 -1.666 1.905 0.82 0.63 -0.17 -0.056
C -9.271 -1.027 1.782 -0.25 -0.15 0.18 -0.198
O -8.751 -0.459 2.986 -2.13 -0.83 0.51 0.052
C -7.478 -0.236 3.006 2.22 -0.87 -2.57 -0.672
O -6.654 -0.602 2.168 -0.85 0.42 1.02 0.094
O -7.244 0.477 4.045 0.23 2.34 2.69 0.025
C -5.928 0.933 4.352 1.02 -1.74 -0.17 -0.022
H -10.668 -2.584 2.494 0.07 0.10 -0.03 0.077
H -10.841 -1.893 0.854 -0.51 -0.32 0.06 0.077
H -11.433 -0.981 2.255 0.11 -0.01 0.04 0.076
H -9.304 -0.150 1.137 -0.04 -0.48 -0.68 0.132
H -8.569 -1.797 1.463 0.02 0.31 -0.40 0.124
H -5.474 1.545 3.572 -0.37 0.13 0.07 0.101
H -5.352 0.011 4.433 0.52 0.09 -0.23 0.094
H -5.840 1.358 5.352 -0.84 0.38 -0.30 0.095
O 7.106 -1.897 -7.158 -4.82 1.74 -0.86 0.098
C 5.980 -1.383 -7.363 3.80 -0.42 0.21 -0.476
O 4.913 -1.426 -6.535 1.60 -0.35 0.63 0.067
C 3.878 -0.651 -7.020 -1.94 1.22 -1.88 -0.137
C 4.436 0.098 -8.280 0.41 -0.95 0.25 -0.090
O 5.686 -0.587 -8.440 0.71 -0.54 0.31 0.034
H 3.079 -1.341 -7.291 -0.16 0.15 -0.13 0.129
H 3.450 0.101 -6.358 0.48 -0.37 0.66 0.129
H 4.624 1.168 -8.193 0.11 -0.06 0.59 0.123
H 3.874 -0.001 -9.209 -0.20 -0.43 0.22 0.124
O -3.770 -6.635 -1.037 0.27 -0.11 0.55 0.164
C -2.700 -7.066 -0.730 -1.14 -1.01 -1.60 -0.604
O -1.740 -6.445 -0.123 1.63 2.09 1.63 0.093
C -0.494 -7.133 -0.224 0.59 0.06 -0.19 -0.093
C -0.930 -8.486 -0.761 1.11 -0.29 0.32 -0.151
O -2.257 -8.296 -1.071 -2.14 -0.69 -0.64 0.063
H 0.186 -6.564 -0.858 -0.19 0.03 -0.16 0.131
H -0.002 -7.271 0.738 -0.36 0.42 0.14 0.129
H -0.802 -9.177 0.073 -0.21 -0.56 -0.35 0.130
H -0.462 -8.845 -1.677 0.46 0.06 0.30 0.137
Cl 1.525 -0.316 1.811 1.05 -0.78 0.40 0.572
C -0.014 0.069 1.118 -0.40 1.69 0.03 -0.722
C 0.051 0.482 -0.332 -1.33 -0.90 -0.03 -0.706
Cl 1.041 1.889 -0.639 0.58 0.21 -0.08 0.568
H -0.283 1.005 1.607 -0.41 -0.24 0.39 0.057
H -0.772 -0.687 1.321 0.24 -0.08 -0.19 0.084
H -0.968 0.817 -0.524 -0.04 -0.19 -0.40 0.069
H 0.282 -0.361 -0.984 0.31 0.30 -0.13 0.077
Cl 9.146 -4.533 7.360 -0.23 0.36 1.67 0.594
C 9.180 -4.919 5.677 0.07 -0.64 -0.84 -0.725
C 7.796 -4.840 5.092 -0.22 1.33 0.26 -0.703
Cl 7.712 -5.524 3.464 0.01 -0.35 -0.04 0.560
H 9.486 -5.963 5.607 0.63 0.30 -0.27 0.067
H 9.846 -4.163 5.260 0.11 -0.66 -0.51 0.073
H 7.562 -3.783 4.962 -0.32 -0.08 0.15 0.067
H 7.080 -5.277 5.788 -0.06 -0.25 -0.41 0.068
Cl -2.191 7.396 -0.152 -0.29 -0.11 0.04 0.516
C -0.988 8.458 0.613 0.55 -1.46 1.43 -0.628
C -0.447 7.853 1.976 0.51 0.93 -0.68 -0.659
Cl -1.690 7.567 3.223 0.20 0.04 -0.41 0.520
H -1.457 9.427 0.785 0.29 -0.10 -0.15 0.066
H -0.168 8.439 -0.105 0.05 0.61 0.26 0.059
H 0.288 8.542 2.390 -0.45 0.68 0.09 0.059
H 0.225 6.998 1.906 -0.84 -0.60 -0.59 0.066
```
Forces are in eV/Å.

Its charge is 0. The energy above the lowest of the compared OMol25 structures with the same formula, charge and spin is 334.8 kJ/mol. The SMILES is CCOC(=O)OC.CCOC(=O)OC.CCOC(=O)OC.CCOC(=O)OC.CCOC(=O)OC.O=C1OCCO1.O=C1OCCO1.ClCCCl.ClCCCl.ClCCCl. The HOMO energy is -10.566 eV. Its orbital gap is 10.738 eV. Its total energy is -5596.407823 a.u.

2.
Density functional theory data (wB97M-V/def2-TZVPD) for a molecular structure, C37H47AsCdNO3P2S4.

XYZ file:
```
96
Properties=species:S:1:pos:R:3:forces:R:3:lowdin_charge:R:1
Cd 1.671 0.849 0.831 0.05 0.16 0.01 1.009
C 7.233 -2.449 1.263 -0.01 0.00 0.00 -0.041
C 5.819 -2.661 0.764 0.01 -0.01 -0.01 -0.417
C 5.716 -2.731 -0.744 0.00 0.01 0.00 -0.068
O 4.939 -1.647 1.345 -0.06 0.03 0.03 -0.312
P 4.609 -0.194 0.838 0.03 0.00 -0.01 -0.137
S 3.812 0.772 2.397 -0.02 0.01 0.00 0.231
S 3.363 -0.197 -0.759 0.03 -0.09 -0.01 0.211
O 6.047 0.340 0.448 0.01 -0.05 0.02 -0.303
C 6.451 1.539 -0.275 0.01 0.03 -0.01 -0.425
C 5.570 2.732 0.032 -0.02 0.00 -0.01 -0.079
C 6.544 1.225 -1.754 0.01 0.01 -0.01 -0.053
H 7.844 -3.308 0.983 0.00 0.00 0.00 0.090
H 7.247 -2.355 2.348 0.00 0.00 0.00 0.089
H 7.672 -1.553 0.828 0.00 0.00 -0.01 0.076
H 5.418 -3.579 1.195 0.00 0.00 -0.01 0.142
H 6.097 -1.822 -1.210 0.00 0.00 -0.01 0.063
H 4.687 -2.885 -1.067 0.00 0.00 0.00 0.064
H 6.319 -3.569 -1.095 0.01 0.00 0.00 0.092
H 7.452 1.723 0.118 -0.01 -0.01 0.01 0.146
H 4.556 2.564 -0.335 0.00 0.02 -0.01 0.036
H 5.980 3.608 -0.473 0.01 0.01 0.00 0.093
H 5.527 2.929 1.102 0.01 0.01 -0.01 0.068
H 5.556 1.051 -2.181 0.01 0.00 0.01 0.050
H 7.162 0.343 -1.921 0.00 0.00 0.00 0.082
H 7.008 2.066 -2.271 -0.01 0.00 -0.01 0.089
C -0.225 -2.364 3.762 0.00 0.00 0.03 -0.250
S 1.171 -1.339 3.330 0.02 0.05 -0.09 0.816
C 1.550 -0.716 4.958 -0.01 -0.01 0.02 -0.252
O 0.533 -0.168 2.590 -0.02 -0.11 0.04 -0.718
H 0.118 -3.172 4.408 -0.02 -0.01 0.00 0.066
H -0.621 -2.775 2.834 -0.01 0.00 0.00 0.042
H -0.976 -1.753 4.261 -0.01 0.00 0.00 0.067
H 1.839 -1.553 5.592 0.00 0.00 0.01 0.067
H 0.674 -0.202 5.352 0.00 0.00 0.01 0.068
H 2.389 -0.033 4.847 0.00 0.00 0.00 0.019
S 2.255 5.344 -0.795 -0.01 0.00 0.01 1.058
C 2.561 5.373 0.887 0.03 0.00 0.00 -0.369
C 2.384 4.135 1.410 0.02 0.01 0.03 -0.254
N 1.998 3.183 0.502 -0.08 -0.05 -0.09 -0.136
C 1.894 3.689 -0.696 0.06 0.01 -0.02 -0.521
H 2.861 6.274 1.393 0.00 0.00 0.01 0.076
H 2.538 3.856 2.441 -0.01 -0.01 0.00 0.105
H 1.606 3.114 -1.564 -0.01 0.00 0.00 0.077
C -2.051 0.332 0.811 0.02 0.06 0.02 -0.432
C -3.437 0.533 0.209 0.00 0.00 -0.03 -0.446
As -4.798 -0.282 1.385 0.00 0.00 0.04 1.305
C -4.369 -2.120 0.863 -0.01 -0.01 0.03 -0.417
C -4.738 -2.662 -0.366 0.01 0.00 -0.01 -0.104
C -4.340 -3.945 -0.715 -0.01 0.01 -0.02 -0.088
C -3.564 -4.698 0.156 0.01 -0.01 0.01 -0.086
C -3.200 -4.171 1.387 0.01 -0.02 0.00 -0.090
C -3.610 -2.891 1.740 -0.01 0.03 0.00 -0.148
C -6.376 -0.028 0.275 -0.01 -0.02 -0.02 -0.436
C -7.560 -0.600 0.737 -0.01 0.01 0.00 -0.130
C -8.731 -0.489 0.004 0.00 -0.01 0.02 -0.080
C -8.735 0.213 -1.194 0.00 0.01 -0.01 -0.083
C -7.566 0.800 -1.653 -0.01 0.00 -0.01 -0.082
C -6.389 0.678 -0.923 0.03 0.01 0.01 -0.116
P -0.669 0.752 -0.313 -0.02 -0.01 0.06 0.981
C -0.626 -0.534 -1.585 0.02 -0.03 0.01 -0.384
C 0.294 -0.386 -2.626 -0.01 0.01 0.02 -0.151
C 0.432 -1.371 -3.587 0.01 -0.01 -0.01 -0.068
C -0.336 -2.526 -3.508 0.01 0.00 -0.02 -0.065
C -1.236 -2.690 -2.467 0.00 0.00 0.01 -0.059
C -1.383 -1.700 -1.505 0.02 0.04 -0.02 -0.067
C -1.240 2.276 -1.120 0.00 -0.03 -0.01 -0.396
C -1.281 3.431 -0.337 0.00 -0.01 0.00 -0.131
C -1.758 4.619 -0.867 0.00 0.01 0.01 -0.074
C -2.182 4.666 -2.189 0.00 0.00 0.00 -0.068
C -2.138 3.523 -2.973 0.00 0.01 0.00 -0.064
C -1.675 2.327 -2.440 0.00 -0.01 0.00 -0.077
H -1.878 -0.699 1.135 0.00 0.01 0.00 0.051
H -1.915 0.945 1.705 -0.01 -0.02 0.01 0.076
H -3.507 0.086 -0.785 -0.02 -0.01 -0.01 0.065
H -3.659 1.597 0.113 0.03 0.00 0.00 0.066
H -5.345 -2.082 -1.052 0.00 0.00 0.00 0.105
H -4.643 -4.361 -1.668 0.00 0.00 0.00 0.109
H -3.259 -5.700 -0.116 0.00 0.00 0.00 0.107
H -2.617 -4.768 2.078 0.00 0.01 0.01 0.102
H -3.353 -2.489 2.715 0.01 -0.01 0.00 0.085
H -7.568 -1.140 1.678 -0.01 -0.01 -0.01 0.098
H -9.642 -0.944 0.370 0.00 0.00 0.00 0.106
H -9.649 0.306 -1.766 0.00 0.00 0.00 0.105
H -7.566 1.354 -2.583 0.00 0.00 0.00 0.104
H -5.488 1.142 -1.304 0.00 -0.01 0.00 0.086
H 0.913 0.505 -2.680 0.00 0.00 -0.01 0.089
H 1.145 -1.244 -4.390 0.00 0.00 0.00 0.111
H -0.225 -3.301 -4.255 0.00 0.00 0.00 0.110
H -1.830 -3.592 -2.396 -0.01 0.00 0.01 0.101
H -2.091 -1.854 -0.700 -0.02 0.00 -0.01 0.079
H -0.938 3.401 0.692 -0.01 0.01 0.00 0.105
H -1.796 5.508 -0.251 0.00 0.00 0.00 0.111
H -2.549 5.595 -2.606 0.00 0.00 0.00 0.110
H -2.472 3.558 -4.002 0.00 0.00 0.00 0.110
H -1.658 1.434 -3.052 -0.01 0.00 -0.01 0.104
```
Forces are in eV/Å.

Its charge is +1. The energy above the lowest of the compared OMol25 structures with the same formula, charge and spin is 12.6 kJ/mol. The HOMO energy is -10.510 eV. Its orbital gap is 8.725 eV. Its total energy is -6397.507852 a.u.

3.
Density functional theory data (wB97M-V/def2-TZVPD) for a molecular structure, C10H22FO8S2Tl at a distorted geometry.

XYZ file:
```
44
Properties=species:S:1:pos:R:3:forces:R:3:lowdin_charge:R:1
Tl 1.367 0.283 1.949 -0.62 0.34 -0.57 1.178
F 2.816 1.982 3.801 -0.08 -0.11 -0.11 -0.110
O -0.801 1.225 0.172 0.88 0.89 2.45 0.023
C -1.411 1.039 -0.816 1.22 -1.32 -2.35 -0.474
O -0.935 0.007 -1.629 -1.04 0.02 0.11 -0.020
C -1.768 -0.091 -2.785 -1.42 1.27 -0.60 -0.150
C -3.068 0.671 -2.388 -0.43 -0.01 0.89 -0.122
C -2.551 1.769 -1.455 0.88 -0.36 0.03 -0.054
H -2.016 -1.088 -3.151 0.43 -0.27 0.68 0.126
H -1.284 0.433 -3.610 0.17 0.09 -0.04 0.122
H -3.680 0.079 -1.708 -0.06 -0.65 -0.33 0.113
H -3.732 0.999 -3.188 0.43 0.04 -0.14 0.123
H -3.122 2.144 -0.606 -0.60 0.00 -0.54 0.140
H -2.105 2.587 -2.021 0.02 0.26 0.11 0.142
O -3.815 -0.872 1.341 2.34 -0.30 1.84 -0.282
S -2.739 -1.227 2.276 0.00 -0.75 -1.28 0.690
O -1.453 -0.490 2.314 -1.96 -0.97 0.29 -0.455
O -3.437 -1.243 3.734 0.83 -0.11 -0.80 -0.242
C -2.628 -1.648 4.869 1.04 1.43 1.82 -0.226
C -2.260 -0.422 5.813 -0.09 0.04 -0.84 -0.047
C -2.276 -3.038 2.030 0.19 1.30 0.35 -0.071
H -1.648 -2.015 4.566 -0.16 -0.16 -0.36 0.090
H -3.120 -2.448 5.422 -0.38 0.17 -0.34 0.125
H -1.697 -0.655 6.716 -0.01 -0.81 -0.15 0.077
H -3.057 0.223 6.183 -0.49 -0.40 -0.42 0.078
H -1.594 0.231 5.249 -0.05 0.07 -0.19 0.061
H -3.160 -3.585 1.704 0.09 0.05 0.45 0.076
H -1.796 -3.329 2.965 -0.72 -0.32 0.19 0.048
H -1.454 -3.189 1.331 -0.31 0.70 -0.49 0.066
O 2.297 0.711 -0.826 0.69 0.30 -0.58 -0.435
S 2.307 1.075 -2.231 -2.00 1.38 -4.00 0.715
O 1.372 2.117 -2.757 2.46 -2.58 1.86 -0.306
O 3.787 1.563 -2.846 -2.23 -0.32 0.97 -0.252
C 4.951 0.863 -2.400 0.27 -0.10 0.94 -0.290
C 6.185 1.752 -2.463 -0.04 -0.61 -0.12 -0.051
C 2.057 -0.460 -3.318 0.43 0.75 1.18 -0.065
H 5.083 -0.058 -2.968 0.02 0.05 -0.23 0.116
H 4.755 0.579 -1.366 0.21 -0.08 0.14 0.103
H 6.942 1.251 -1.859 0.11 0.07 0.07 0.083
H 6.014 2.742 -2.041 -0.09 -0.08 -0.18 0.089
H 6.589 1.789 -3.474 -0.17 0.35 0.02 0.083
H 2.978 -1.033 -3.208 0.07 0.13 -0.34 0.052
H 1.857 -0.104 -4.329 0.32 0.11 0.19 0.076
H 1.251 -1.116 -2.990 -0.16 0.54 0.38 0.058
```
Forces are in eV/Å.

Its charge is +1. Its expectation value of S² is 0.7536. As for the spin multiplicity: 2. The HOMO energy (alpha / beta) is -13.339 / -13.327 eV. Its orbital gap (alpha / beta) is 9.780 / 5.479 eV. Its total energy is -2064.494208 a.u.

4.
Density functional theory data (wB97M-V/def2-TZVPD) for a molecular structure, C14H19AsCl2F5O2PdSSe.

XYZ file:
```
46
Properties=species:S:1:pos:R:3:forces:R:3:lowdin_charge:R:1
Pd 0.000 0.859 0.087 -0.27 -0.27 -0.30 0.438
Cl -2.206 1.471 -0.782 0.26 0.09 0.19 0.595
C -2.491 3.001 0.136 0.01 -0.06 -0.07 -0.897
Cl -1.517 3.049 1.591 -0.14 0.15 0.09 0.576
H -3.542 3.012 0.396 0.01 0.02 -0.03 0.042
H -2.209 3.814 -0.523 -0.01 0.00 0.02 0.043
O 1.800 0.206 0.717 0.35 -0.09 0.38 -0.684
S 1.992 0.372 2.260 -0.14 0.05 -0.26 1.020
C 3.720 -0.083 2.475 0.03 -0.05 0.02 -0.304
C 4.534 1.157 2.133 -0.07 0.03 0.03 -0.210
C 3.806 2.296 2.841 0.03 0.00 0.02 -0.207
C 2.331 2.150 2.467 0.01 0.00 -0.04 -0.300
H 3.901 -0.966 1.863 -0.01 0.02 -0.03 0.102
H 3.812 -0.357 3.528 0.05 0.00 0.01 0.103
H 4.524 1.317 1.055 0.04 0.02 -0.07 0.105
H 5.570 1.050 2.452 -0.01 0.00 0.03 0.127
H 4.173 3.279 2.547 0.01 -0.01 -0.03 0.126
H 3.931 2.207 3.922 0.02 0.01 0.00 0.120
H 2.121 2.551 1.471 0.00 0.01 0.03 0.049
H 1.626 2.566 3.184 0.03 -0.01 0.03 0.093
C 0.829 -2.866 0.329 0.01 -0.03 0.09 -0.186
As -0.908 -2.144 0.694 -0.16 0.21 -0.10 1.005
C -1.888 -2.177 -0.953 -0.04 -0.10 0.03 -0.198
C -1.791 -3.290 1.942 0.00 0.02 0.06 -0.188
O -0.880 -0.579 1.320 -0.01 -0.28 0.00 -0.644
H 0.700 -3.866 -0.085 0.03 0.00 -0.02 0.053
H 1.399 -2.927 1.254 -0.01 0.01 -0.01 0.046
H 1.350 -2.227 -0.380 -0.02 0.03 -0.01 0.027
H -2.034 -3.208 -1.275 0.01 0.01 0.00 0.052
H -1.334 -1.636 -1.718 0.04 0.04 -0.01 0.025
H -2.857 -1.708 -0.788 0.02 0.00 -0.01 0.042
H -1.713 -4.323 1.608 0.00 -0.01 0.00 0.050
H -2.839 -3.001 2.011 0.02 0.02 -0.01 0.051
H -1.323 -3.178 2.919 0.01 0.00 -0.02 0.050
F 4.861 -1.766 -3.556 0.02 -0.03 -0.01 0.149
C 4.045 -0.838 -3.080 -0.06 0.13 0.05 -0.131
C 4.556 0.288 -2.450 -0.13 -0.06 -0.02 -0.138
F 5.870 0.433 -2.313 0.03 0.00 0.00 0.138
C 3.686 1.243 -1.948 0.18 -0.01 -0.04 -0.258
F 4.223 2.300 -1.332 -0.02 -0.03 0.04 0.080
C 2.312 1.121 -2.062 -0.11 0.04 0.10 -0.490
Se 1.145 2.419 -1.294 -0.08 0.19 -0.11 0.758
C 1.830 -0.007 -2.707 0.07 -0.14 -0.08 -0.262
F 0.509 -0.203 -2.848 0.00 0.00 0.04 0.048
C 2.672 -0.986 -3.206 0.01 0.07 0.04 -0.144
F 2.171 -2.068 -3.800 0.00 -0.01 0.00 0.129
```
Forces are in eV/Å.

Its charge is +1. The energy above the lowest of the compared OMol25 structures with the same formula, charge and spin is 0.0 kJ/mol. The HOMO energy is -10.851 eV. Its orbital gap is 7.126 eV. Its total energy is -7278.065576 a.u.